A structure of composition C7H11BrN at a distorted geometry. Source: the Open Molecules 2025 dataset; level of theory: wB97M-V/def2-TZVPD.

ORCA input file:
```
! RIJCOSX wB97M-V def2-TZVPD def2/J DEFGRID3
* xyz 1 1
C 0.63 -2.27 -0.06
C -0.73 -2.14 -0.06
C 1.47 -1.24 0.25
C -1.30 -0.31 0.42
C 0.99 0.08 0.75
C -0.04 0.73 -1.39
C -0.52 1.95 0.62
N -0.23 0.61 0.07
Br -3.05 0.10 -0.03
H 1.05 -3.23 -0.34
H -1.53 -2.85 0.00
H 2.54 -1.40 0.30
H 0.71 -0.03 1.81
H 1.78 0.83 0.67
H 0.17 -0.25 -1.82
H -0.95 1.12 -1.85
H 0.79 1.41 -1.61
H 0.33 2.61 0.44
H -1.40 2.38 0.15
H -0.70 1.88 1.69
*
```

- energy above the lowest of the compared OMol25 structures with the same formula, charge and spin (kJ/mol) = 434.5
- energy (hartree) = -2901.66886
- frontier orbital gap (alpha / beta) (eV) = 7.4021 / 8.1086
- E_HOMO (alpha / beta) (eV) = -12.462 / -12.999